Record 1
H2N2O3S | ωB97M-V/def2-TZVPD

Structure (XYZ):
```
8
Properties=species:S:1:pos:R:3:forces:R:3
N 0.174888 0.097003 0.324860 -0.846 -3.957 4.104
N -0.504563 0.774344 -0.595938 0.256 1.022 -2.680
O -1.665093 0.899864 -0.532978 -3.334 -0.309 1.494
O 0.130380 1.266617 -1.488825 2.237 0.495 -0.950
O -0.898275 -1.102791 0.894661 2.568 1.661 -1.872
S 1.839579 -0.224211 0.348367 -1.297 1.325 2.117
H -1.165220 -0.899159 1.806731 0.547 0.860 -0.165
H 2.088303 -0.811665 -0.756878 -0.130 -1.097 -2.048
```
Positions in Å, forces in eV/Å.

Properties
SMILES: O=[N+]([O-])N(O)S
Relative energy (zero: lowest compared OMol25 entry of this formula, charge and spin): 108.7 kcal/mol
HOMO energy: -10.43 eV
Kohn-Sham gap: 9.42 eV
Molar mass: 110.1 g/mol
Calculated total energy: -19983.174 eV



Record 2
C11H25F6N5O7S2 | ωB97M-V/def2-TZVPD

Structure (XYZ):
```
56
Properties=species:S:1:pos:R:3:forces:R:3
N 0.766623 -0.377737 -0.872320 -0.149 0.879 -0.997
H 0.465595 0.120522 -1.697690 -0.198 0.482 -0.661
H 1.093379 -1.261773 -1.235348 0.125 -0.985 0.392
H -0.046078 -0.384496 -0.272674 -0.145 -0.602 0.617
H 1.520419 0.173511 -0.487616 0.463 0.026 0.515
C -0.008021 -6.391507 -3.133061 2.993 0.056 0.724
F -0.818643 -5.483651 -2.597764 -0.585 -0.535 -0.118
F -0.335211 -7.662630 -2.837188 -0.357 1.208 -0.110
F 0.078651 -6.232230 -4.439394 -0.685 -0.153 0.364
S 1.814662 -6.046872 -2.361433 1.095 -1.616 -0.438
O 1.745367 -5.920613 -0.920489 -0.823 0.898 -0.819
O 2.627301 -7.222408 -2.783079 -1.995 2.735 0.325
N 2.185457 -4.462695 -3.106691 -2.307 -2.666 2.178
S 3.112925 -4.910732 -4.257187 3.377 -1.619 -3.817
O 4.434362 -5.264041 -3.742126 -0.709 0.709 -0.799
O 2.592308 -5.847511 -5.301328 0.617 2.565 1.887
C 3.400569 -3.193229 -5.198160 -1.710 -1.713 1.944
F 2.235346 -2.533680 -5.255696 -0.541 0.438 -0.017
F 4.243389 -2.402758 -4.535508 0.486 -0.113 -0.405
F 3.755226 -3.446208 -6.422315 1.019 0.121 -0.740
C -2.152039 4.090353 -4.982596 0.420 -1.311 1.615
O -1.490985 3.339252 -4.236475 -1.144 1.330 -1.421
N -3.351477 3.790881 -5.532485 0.758 0.307 0.103
C -3.979049 4.696500 -6.443864 -0.090 1.212 -0.293
C -4.043365 2.554605 -5.310135 0.202 -0.370 -0.302
H -1.884555 5.138071 -5.189827 0.398 -0.177 -0.088
H -4.930452 5.070606 -6.065722 -0.247 -0.283 0.034
H -3.377187 5.595835 -6.574443 0.237 -0.063 0.131
H -4.118767 4.311555 -7.454007 -0.061 -0.435 0.092
H -4.129069 2.069950 -6.282687 -0.298 -0.294 0.039
H -3.475528 1.896012 -4.652941 -0.093 0.268 0.064
H -5.034523 2.781309 -4.917309 -0.052 -0.252 0.086
C 4.408530 3.343236 3.496001 0.105 -0.061 0.232
O 3.945563 2.775182 2.513461 0.066 0.154 1.055
N 4.381183 2.905825 4.794962 -0.906 -0.323 0.030
C 5.048425 3.528438 5.953844 0.263 0.690 -0.795
C 3.625437 1.720409 5.171661 0.032 -0.546 0.732
H 4.921595 4.312234 3.396047 0.108 -0.004 0.083
H 4.522483 3.439731 6.904436 -0.358 -0.676 -0.297
H 5.111695 4.613289 5.869007 0.251 0.021 -0.556
H 6.049374 3.107357 6.048166 0.021 0.080 0.223
H 2.706622 1.952546 5.710169 -0.290 0.474 -0.252
H 3.370751 1.008137 4.386876 0.375 0.460 -0.262
H 4.193671 1.204924 5.945938 0.282 -0.316 -0.231
C -3.198060 0.687179 4.504867 -2.177 -1.852 -0.753
O -3.239503 0.147383 3.392106 0.898 1.361 0.947
N -3.664526 0.029792 5.604060 0.144 0.648 -0.623
C -3.636063 0.661796 6.899241 0.528 -0.392 0.122
C -4.259083 -1.287406 5.517981 -0.194 -0.276 0.175
H -3.054593 1.752396 4.743481 0.705 -0.033 -0.443
H -4.581499 0.511570 7.420472 0.021 0.157 0.021
H -3.387864 1.720256 6.820768 -0.247 0.002 -0.107
H -2.824165 0.200302 7.461332 -0.108 -0.008 0.488
H -3.794945 -1.946374 6.251758 0.168 -0.165 -0.138
H -5.317685 -1.254321 5.775632 -0.149 0.268 0.139
H -4.223975 -1.718069 4.517292 0.462 0.289 0.126
```
Positions in Å, forces in eV/Å.

Properties
Relative energy (zero: lowest compared OMol25 entry of this formula, charge and spin): 110.9 kcal/mol
HOMO energy: -8.04 eV
Kohn-Sham gap: 6.35 eV
Molar mass: 517.5 g/mol
Calculated total energy: -71565.674 eV



Record 3
C21H48GaGeO3Si | ωB97M-V/def2-TZVPD

Structure (XYZ):
```
75
Properties=species:S:1:pos:R:3:forces:R:3
Ga -0.119713 -0.004208 -0.304566 -0.041 0.056 0.458
C 2.806356 -1.122093 -3.411238 0.012 -0.018 -0.009
C 2.229966 -1.508311 -2.060346 -0.159 -0.138 -0.028
C 1.625584 -2.899115 -2.062997 0.028 -0.035 0.002
C 3.242837 -1.312923 -0.950979 0.016 0.029 0.033
O 1.122862 -0.547501 -1.787790 0.179 0.243 -0.149
Ge -0.199783 0.043959 -2.946834 -0.085 0.066 0.174
O -0.340928 1.447409 -1.740513 -0.116 -0.050 -0.131
C -0.228820 2.914991 -1.941467 0.071 -0.032 -0.082
C -0.744682 3.198290 -3.343145 0.027 0.041 -0.016
C 1.232765 3.291785 -1.794462 0.011 0.005 0.027
C -1.126664 3.549002 -0.893846 0.000 -0.010 0.024
O -1.336569 -0.824747 -1.758827 0.167 -0.327 -0.107
C -2.772956 -1.116378 -2.016591 0.004 0.263 -0.063
C -3.270236 -1.933142 -0.843074 0.009 -0.021 0.053
C -2.821466 -1.914035 -3.308335 -0.017 -0.022 -0.007
C -3.494718 0.214063 -2.133129 -0.064 -0.027 0.004
H 3.633892 -1.785088 -3.661026 0.020 0.002 0.009
H 2.063835 -1.230218 -4.209483 -0.017 -0.014 0.030
H 3.182273 -0.098245 -3.402178 -0.006 -0.008 0.013
H 2.407052 -3.642914 -2.214981 0.003 -0.014 -0.008
H 1.133438 -3.116415 -1.112589 0.023 0.012 0.012
H 0.894819 -3.015975 -2.867122 0.011 0.024 0.000
H 4.077205 -1.995987 -1.105489 0.018 -0.006 -0.004
H 3.632100 -0.294314 -0.952128 -0.010 -0.010 0.002
H 2.812001 -1.533951 0.027665 -0.001 0.027 -0.058
H -0.117415 2.719274 -4.102387 0.015 -0.007 0.027
H -1.777565 2.866484 -3.457729 0.000 0.004 0.009
H -0.712886 4.269722 -3.538666 -0.017 0.009 0.007
H 1.840378 2.828792 -2.574824 -0.029 -0.009 -0.004
H 1.347547 4.371984 -1.879075 0.007 0.006 -0.008
H 1.628482 2.987108 -0.824809 -0.021 0.008 0.030
H -2.174774 3.323431 -1.091436 0.007 -0.011 0.000
H -0.873189 3.202294 0.108741 0.018 0.006 -0.029
H -0.999679 4.630852 -0.909092 -0.017 0.014 -0.025
H -2.680359 -2.840716 -0.717533 0.000 0.007 -0.007
H -3.248302 -1.352681 0.081410 0.041 0.006 -0.010
H -4.304103 -2.223694 -1.025379 -0.017 0.001 0.001
H -2.254716 -2.841396 -3.220703 0.000 0.015 0.010
H -3.853831 -2.166327 -3.548005 -0.010 -0.013 0.014
H -2.433870 -1.333702 -4.153249 0.007 0.021 0.035
H -3.371068 0.810044 -1.226858 0.002 -0.019 0.006
H -3.129337 0.794423 -2.985275 0.006 -0.021 -0.013
H -4.560588 0.047304 -2.285718 -0.010 0.003 -0.008
C -1.835980 0.813225 2.543937 -0.042 0.004 0.110
Si -0.140583 0.076544 2.377676 0.004 -0.021 -0.375
C 1.264059 1.262862 2.767350 0.033 0.053 0.133
C 2.614302 0.883701 2.154293 -0.007 -0.056 -0.014
C 1.374968 1.249943 4.310729 0.051 0.011 -0.010
C 0.902690 2.684772 2.324112 -0.004 -0.005 -0.035
C -0.071602 -1.749025 2.820624 -0.033 -0.061 0.137
C -0.402078 -1.805872 4.332582 -0.029 -0.055 -0.007
C 1.281557 -2.418719 2.568562 0.033 0.057 -0.005
C -1.160050 -2.525377 2.071620 0.023 -0.009 -0.091
H -2.078155 0.920383 3.606642 0.011 0.012 -0.007
H -2.602544 0.174014 2.105086 -0.009 0.005 0.002
H -1.901343 1.805150 2.098072 -0.013 0.000 -0.031
H 2.973763 -0.093157 2.480236 -0.039 0.028 -0.025
H 3.361506 1.622645 2.453772 0.005 -0.007 0.010
H 2.579281 0.889699 1.060623 -0.005 -0.005 -0.025
H 1.739768 0.297925 4.694490 0.008 -0.021 -0.009
H 0.432020 1.491608 4.808153 -0.005 -0.020 -0.013
H 2.097129 2.014527 4.607698 -0.005 0.011 0.005
H 0.826380 2.762162 1.237075 -0.003 -0.011 0.008
H 1.698106 3.365905 2.635701 0.003 0.001 0.007
H -0.026241 3.049091 2.765157 0.002 -0.023 0.002
H 0.363026 -1.342668 4.952878 0.009 0.020 -0.004
H -0.464101 -2.855995 4.628710 -0.003 -0.005 0.001
H -1.366438 -1.350790 4.569419 0.010 0.002 -0.011
H 2.083215 -1.987867 3.170296 -0.032 0.010 -0.026
H 1.576075 -2.371248 1.515465 -0.031 0.003 0.041
H 1.211225 -3.476162 2.833770 0.002 -0.003 0.017
H -2.164472 -2.141934 2.257698 0.015 0.024 -0.001
H -1.144825 -3.566488 2.402881 -0.011 0.002 0.017
H -0.985810 -2.535968 0.990726 -0.002 0.005 -0.016
```
Positions in Å, forces in eV/Å.

Properties
Relative energy (zero: lowest compared OMol25 entry of this formula, charge and spin): 0.0 kcal/mol
HOMO energy (spin up / spin down): -15.61 / -15.60 eV
Kohn-Sham gap (spin up / spin down): 10.34 / 5.29 eV
<S²>: 0.758
Spin multiplicity: 2
Molar mass: 519.0 g/mol
Charge: +2
Calculated total energy: -145455.466 eV



Record 4
H15NO6 | ωB97M-V/def2-TZVPD

Structure (XYZ):
```
22
Properties=species:S:1:pos:R:3:forces:R:3
N 1.940808 -1.132136 1.093565 -0.687 1.071 -0.122
H 1.011150 -1.519103 1.199191 0.265 -0.695 -0.111
H 1.994745 -0.495785 1.881069 0.431 0.049 -0.087
H 2.676870 -1.807666 1.127403 0.047 -0.516 0.250
H -1.673207 -0.734157 -0.930119 -0.178 -0.091 0.018
H -1.359215 -1.853471 0.071247 -0.041 0.156 0.120
O -1.533307 -1.690453 -0.870100 -0.041 0.177 -0.104
H 0.297008 0.427607 -2.279264 -0.368 0.139 0.612
H -0.853378 0.935082 -3.057363 -0.429 0.475 -0.004
O -0.449280 1.087867 -2.197028 0.643 -0.785 -0.672
H 0.212055 1.307104 1.166762 0.250 0.891 0.301
H 0.008337 2.018173 2.543504 -0.105 0.243 -0.267
O 0.134749 1.167113 2.125104 0.095 -0.872 -0.137
H -2.072014 -1.162576 1.928332 -0.002 0.146 0.176
H -0.771431 -0.311944 1.779932 -0.298 -0.150 0.644
O -1.114616 -1.226473 1.866481 0.027 -0.168 -0.358
H 0.031139 2.202162 -0.948539 -0.473 0.046 0.225
H 0.706136 3.438180 -0.507541 0.553 0.765 0.117
O 0.145265 2.761907 -0.150954 -0.200 -0.656 -0.427
H 1.641253 -1.086506 -1.299388 -0.202 -0.045 0.318
H 0.078191 -1.319435 -1.366171 0.548 -0.429 -0.265
O 0.894008 -1.179867 -1.903481 0.165 0.251 -0.227
```
Positions in Å, forces in eV/Å.

Properties
SMILES: N.O.O.O.O.O.O
Relative energy (zero: lowest compared OMol25 entry of this formula, charge and spin): 8.0 kcal/mol
HOMO energy: -10.15 eV
Kohn-Sham gap: 10.69 eV
Molar mass: 125.1 g/mol
Calculated total energy: -14019.489 eV



Record 5
C18H30GdNO5P2S | ωB97M-V/def2-TZVPD

Structure (XYZ):
```
58
Properties=species:S:1:pos:R:3:forces:R:3
Gd 0.438531 0.449053 -0.726832 1.578 0.936 0.388
P 2.568477 -1.245785 -0.717390 1.290 -1.779 -1.709
C 2.536888 -1.656610 -2.487435 -0.799 3.266 -1.552
C 1.269169 -1.466528 -3.146744 1.635 -1.431 2.382
N 0.127886 -0.924486 -2.477015 0.373 -1.136 -1.564
C -1.089440 -1.316232 -2.984471 -0.905 -1.619 -1.242
C -1.180443 -2.287459 -3.961495 -1.826 1.226 0.865
C -0.061364 -2.814425 -4.596266 1.421 0.649 -0.740
C 1.160452 -2.320720 -4.269717 -0.950 -0.246 -0.914
C -2.450621 -0.856400 -2.420667 -0.292 1.612 0.937
P -2.660672 0.884378 -2.008046 3.228 -0.044 3.312
H 2.066102 -2.692681 -4.747946 -0.218 0.224 0.136
H -2.181285 -2.582575 -4.270467 0.247 -0.069 0.015
H -0.148924 -3.467827 -5.434994 -0.213 -0.630 -0.180
H -3.348268 -0.780208 -3.076302 0.666 -1.560 -0.357
H -2.776788 -1.274500 -1.451772 0.273 -0.657 -0.476
H 3.111669 0.879588 -2.988075 1.099 -0.582 -1.079
H 3.426958 -1.689954 -3.183292 -0.922 -0.307 1.087
H 0.472819 4.226183 -2.238436 0.640 0.252 -0.393
O 2.300515 1.265112 -2.732592 -2.939 1.697 1.114
H 1.717108 1.568979 -3.463973 1.441 -0.584 0.251
H -1.496958 1.179479 -1.075457 -1.838 0.421 -1.888
O -0.389102 4.346251 -1.851621 -0.295 -1.007 1.880
H -0.220688 4.194979 -0.879521 -0.306 0.628 -1.418
C -2.796520 1.903182 -3.400954 0.505 0.727 -0.094
H -3.650948 1.456588 -3.924411 0.054 0.621 -0.342
H -2.911828 2.926185 -3.032599 -0.480 0.027 -0.382
H -1.874541 1.894121 -3.989838 -0.270 -0.273 -0.155
C -3.859492 1.154655 -0.727189 -0.746 -0.196 -0.760
H -3.759744 2.102296 -0.159678 0.079 -0.571 -0.556
H -4.734156 1.180834 -1.389117 -0.792 0.000 0.964
H -3.838389 0.268776 -0.070333 -0.282 0.457 -0.168
C 2.458004 -3.063969 -0.468573 -0.411 -0.301 1.190
H 3.481805 -3.433678 -0.632421 -0.469 -0.056 -0.065
H 2.110677 -3.338634 0.522706 0.134 -0.095 0.229
H 1.756894 -3.460276 -1.221752 0.448 0.109 0.440
C 4.275284 -0.721876 -0.271641 -0.131 0.113 0.333
H 4.330590 -0.369218 0.772755 -0.162 -0.211 -0.402
H 4.940432 -1.593713 -0.376679 -0.160 0.409 -0.100
H 4.594990 0.111359 -0.919805 -0.082 -0.414 0.198
C -0.829482 1.453319 7.552072 -0.259 0.208 0.136
C -0.616519 1.044858 6.128007 0.437 0.191 0.099
C -0.490593 -0.314261 5.834152 0.013 0.227 -0.322
C -0.157598 -0.698356 4.547265 -0.349 -0.161 0.041
C 0.011949 0.282533 3.553208 0.299 0.136 0.443
C -0.142640 1.640394 3.817394 -0.436 -0.473 0.036
C -0.475209 2.004989 5.118863 0.004 0.131 -0.056
S 0.664283 -0.268400 2.036603 0.005 0.522 0.931
O 1.579154 -1.319154 2.399487 -0.513 0.232 -1.261
O -0.526734 -0.598478 1.152984 0.760 -0.365 -0.549
O 1.310150 0.887496 1.259168 -0.033 -0.544 1.572
H -1.749810 0.983014 7.918117 0.147 0.220 0.114
H -0.006972 1.127193 8.206030 -0.204 0.044 -0.305
H -0.911605 2.541841 7.621668 -0.090 -0.216 0.167
H -0.630275 -1.047439 6.635687 0.091 0.205 -0.433
H -0.087629 -1.764059 4.336937 0.268 0.316 -0.186
H -0.053925 2.350722 2.995129 0.182 0.007 0.434
H -0.601640 3.059540 5.367303 0.056 -0.284 -0.046
```
Positions in Å, forces in eV/Å.

Properties
HOMO energy (spin up / spin down): -12.57 / -12.12 eV
Kohn-Sham gap (spin up / spin down): 6.16 / 4.50 eV
<S²>: 16.177
Spin multiplicity: 8
Molar mass: 591.7 g/mol
Charge: +2
Calculated total energy: -81111.215 eV